[1]
Here is a 5-piece molecular cluster, C36H52F3N5O2P overall from OMol25. Energies are from ωB97M-V/def2-TZVPD.

XYZ file:
```
99
Properties=species:S:1:pos:R:3:forces:R:3
C -3.588045 2.685378 -9.042303 -4.286 6.982 5.386
C -4.286008 3.723431 -8.354084 6.009 -6.726 -3.649
C -4.583225 4.984259 -7.309931 0.424 -1.101 -0.818
C -3.986175 4.702616 -5.783159 -0.098 0.898 0.093
C -2.399770 4.293281 -5.844428 -0.025 0.177 -1.219
N -1.799948 3.954369 -4.463242 1.885 0.140 3.598
C -1.036572 5.102761 -3.812306 0.631 -2.127 3.031
C -0.327343 4.972444 -2.342229 -2.499 -3.892 -2.190
C -0.447654 3.471011 -1.614158 -1.056 1.298 -2.133
C 0.270334 3.381446 -0.123053 5.999 1.928 1.605
O 1.566337 3.769678 0.031799 -8.846 -2.614 -1.531
O -0.418622 2.948839 1.105176 0.458 1.881 -3.279
C -1.470310 3.893258 1.515596 -1.441 0.292 1.681
C -2.974640 3.370222 1.073454 0.870 -0.275 -0.855
C -3.516674 2.078560 1.938637 -1.243 -1.149 0.227
F -3.030511 0.760198 1.432705 -1.505 4.454 1.899
F -3.220845 2.144269 3.388428 -0.939 -0.230 -4.696
F -5.011160 2.047746 1.769594 4.592 -0.099 0.801
C -1.240191 2.188185 -2.338263 1.254 4.126 -2.225
P -1.344997 0.460659 -1.536931 -0.246 -0.699 0.341
C -1.328966 -0.955789 -2.875808 0.046 -0.584 -0.038
C 0.264726 0.035989 -0.523945 1.225 -0.147 -0.922
C 1.515411 0.504848 -1.474504 0.827 0.174 -1.083
C -1.935393 2.566679 -3.813068 1.298 1.856 0.538
C -2.827689 1.471254 -4.684865 0.255 -0.492 0.276
C -1.948007 0.655719 -5.813298 5.991 -4.671 -4.528
C -1.039308 -0.099962 -6.606910 -6.756 5.420 4.659
H -2.975748 1.763310 -9.484173 -2.040 2.578 1.031
H -5.756975 5.131695 -7.324202 2.654 -0.097 0.244
H -4.002602 5.936971 -7.703665 -1.463 -2.049 0.531
H -4.659061 3.982752 -5.146589 1.451 1.166 -1.438
H -4.037442 5.760473 -5.234548 0.067 -2.283 -1.123
H -1.813782 5.237588 -6.278064 -1.166 -2.148 1.185
H -2.151375 3.406882 -6.582454 -0.785 1.671 1.602
H -0.951876 6.149800 -4.364816 -0.427 -2.759 1.034
H 0.237148 5.886020 -1.826413 -1.367 -2.347 -1.340
H -1.469743 3.888400 2.709087 0.299 0.020 -2.692
H -1.234214 4.999912 1.168569 -0.645 -2.411 0.500
H -2.858175 2.982330 -0.048312 -0.595 0.737 2.460
H -3.744749 4.274286 1.102408 1.546 -2.244 0.211
H -0.967152 -1.939922 -2.305755 -0.682 2.344 -1.107
H -0.620758 -0.714410 -3.776716 -1.557 -0.622 1.672
H -2.448150 -1.165936 -3.177687 2.404 0.516 0.353
H 0.257393 0.490485 0.553787 -0.066 -0.838 -2.184
H 0.305423 -1.151531 -0.464728 -0.558 2.693 -0.028
H 2.364937 -0.312958 -1.602629 -1.913 1.588 0.538
H 2.050433 1.492337 -1.146389 -1.156 -1.884 -0.436
H 1.108599 0.702259 -2.579556 1.017 -0.458 2.363
H -3.298905 0.743387 -3.863692 1.317 1.374 -1.962
H -3.774140 1.962200 -5.212751 2.397 -0.857 0.983
H -0.526072 -0.633495 -7.542573 -1.439 1.490 2.671
C 1.828811 -2.966193 2.330424 0.128 -0.025 0.010
C 0.764056 -2.707618 3.391828 0.369 0.180 -0.102
C -0.580787 -3.354682 3.055416 -0.294 0.602 -0.855
C -1.108738 -2.790909 1.746326 -3.160 2.909 -7.225
N -1.546732 -2.323078 0.660308 3.479 -3.642 8.531
H 1.549260 -2.534793 1.363978 -0.003 -0.124 0.069
H 2.778906 -2.510223 2.626376 -0.062 -0.070 -0.028
H 1.993903 -4.041052 2.193892 -0.005 0.160 -0.063
H 0.636687 -1.624542 3.509828 -0.098 -0.181 0.077
H 1.118325 -3.096870 4.352679 -0.229 0.030 -0.072
H -1.304729 -3.152307 3.851847 -0.015 -0.018 -0.304
H -0.472824 -4.440775 2.962635 -0.088 0.161 -0.191
C -4.989071 0.235245 4.900864 -0.049 0.036 -0.061
C -5.749352 -0.927245 5.531522 -0.083 0.240 -0.382
C -4.957449 -1.625057 6.638958 0.769 -0.444 -0.603
C -3.667447 -2.191743 6.068824 7.334 -3.297 -2.921
N -2.597284 -2.661939 5.595742 -8.624 3.816 3.801
H -4.069166 -0.101138 4.412098 -0.105 0.009 0.125
H -5.603583 0.720887 4.136204 0.099 -0.040 0.143
H -4.724990 0.986192 5.654228 -0.006 -0.074 -0.122
H -6.007478 -1.649270 4.747142 0.010 0.035 0.220
H -6.691270 -0.552204 5.946724 0.127 -0.175 0.066
H -5.549681 -2.440451 7.067614 0.298 0.006 -0.041
H -4.717457 -0.920734 7.442821 0.151 -0.158 -0.133
C 5.783948 -5.910638 0.322439 -0.086 -0.122 0.062
C 6.276774 -4.758032 -0.546909 0.246 -0.439 -0.006
C 5.340837 -3.548229 -0.517429 -0.836 -0.487 -0.526
C 3.969902 -3.946745 -1.038976 -7.747 -1.890 -2.850
N 2.832582 -4.277406 -1.471766 8.961 2.634 3.423
H 4.821615 -6.297843 -0.027215 0.067 0.084 -0.011
H 6.497220 -6.740439 0.293308 -0.080 0.148 0.062
H 5.670397 -5.594569 1.365714 0.037 -0.104 -0.236
H 6.390968 -5.115080 -1.577771 -0.060 0.174 0.098
H 7.269759 -4.451079 -0.200473 -0.263 0.081 -0.078
H 5.744383 -2.745726 -1.143921 -0.264 -0.068 0.033
H 5.240414 -3.164110 0.503467 -0.119 -0.096 -0.133
C 7.252807 -0.839360 4.242474 0.065 0.131 -0.004
C 5.935951 -1.597800 4.375886 0.095 0.401 -0.090
C 6.131164 -3.108651 4.516219 0.386 -0.216 -0.995
C 6.836800 -3.651868 3.284440 3.955 -3.296 -6.722
N 7.422135 -4.102489 2.262450 -4.588 3.768 8.253
H 7.798125 -1.132035 3.339567 -0.057 -0.037 0.135
H 7.066051 0.237018 4.173856 0.047 -0.152 0.059
H 7.898782 -1.019158 5.109427 -0.067 0.040 -0.141
H 5.312657 -1.383006 3.499205 0.006 -0.121 0.153
H 5.397568 -1.223269 5.253455 -0.004 -0.191 -0.094
H 5.160533 -3.604589 4.622400 0.227 -0.109 -0.126
H 6.728957 -3.338582 5.404834 0.020 -0.068 -0.241
```
Forces are in eV/Å.

Properties
**HOMO**: -0.39525 Ha
**Frontier orbital gap**: 5.95 eV
**Charge**: +1
**Multiplicity**: 1


[2]
Here is a 10-piece molecular cluster, C36H52N8O2S2 overall from OMol25. Energies are from ωB97M-V/def2-TZVPD.

XYZ file:
```
100
Properties=species:S:1:pos:R:3:forces:R:3
C 17.558100 -0.555830 -27.910660 -0.353 -0.821 1.082
S 16.054540 -1.206720 -26.948800 0.384 0.666 0.504
O 16.172790 -0.699740 -25.489060 0.353 -0.980 -1.493
C 16.347710 -3.023680 -27.083480 0.225 0.809 0.428
H 17.706460 0.483460 -27.617450 -0.457 0.060 -0.161
H 17.385190 -0.693580 -28.978000 -0.250 0.132 0.049
H 18.478710 -1.076050 -27.646180 -0.210 -0.262 0.127
H 15.718220 -3.599910 -26.405400 -0.151 0.462 0.227
H 17.392340 -3.259530 -26.880440 -0.019 -0.060 -0.276
H 15.995220 -3.275580 -28.083680 0.346 0.002 -0.312
C 21.020370 3.093340 -23.704830 0.799 -0.845 1.017
S 19.646800 3.065900 -24.838290 -0.362 0.717 -2.022
O 20.271440 2.875660 -26.234160 -0.683 -0.190 1.774
C 18.674480 1.529850 -24.463510 1.083 0.583 0.509
H 20.657480 3.149270 -22.678530 -0.181 -0.150 0.019
H 21.721680 3.920390 -23.815450 -0.713 0.547 -0.624
H 21.704140 2.249490 -23.796870 -0.430 -0.532 -0.048
H 17.676570 1.567900 -24.900350 0.444 0.087 -0.854
H 18.418630 1.428750 -23.408800 0.669 0.045 0.273
H 19.360640 0.756970 -24.809850 -0.597 -0.403 0.014
N 24.491610 1.268820 -25.894120 -1.025 -1.083 -0.153
C 23.312160 0.600890 -25.693290 -0.347 -1.314 1.827
C 23.635760 -0.739420 -25.321870 -2.365 1.401 -1.055
C 24.953810 -0.899070 -25.610400 2.738 0.032 0.357
C 25.490430 0.335650 -25.837390 1.272 1.173 -1.201
H 24.519280 2.246170 -26.147310 0.333 -0.365 0.016
H 22.368410 1.125860 -25.681000 0.038 -0.005 -0.015
H 23.075010 -1.575870 -24.931600 -0.800 0.444 -0.310
H 25.534520 -1.809450 -25.629790 -0.039 0.018 0.309
H 26.482040 0.654660 -26.122560 0.070 -0.259 0.136
N 18.160880 -1.630860 -23.577930 -1.155 -2.353 1.760
C 18.140960 -2.027280 -22.234200 1.914 1.959 0.767
C 19.475000 -2.260190 -21.900650 -0.653 -0.882 0.173
C 20.197060 -2.401300 -23.106590 0.887 -0.175 1.527
C 19.329120 -2.107340 -24.074090 -0.003 1.313 -3.085
H 17.307850 -1.468790 -24.093840 -0.084 0.061 -0.654
H 17.341930 -1.878460 -21.523000 -0.326 0.222 -0.462
H 19.969730 -2.416300 -20.953410 -0.588 -0.136 0.281
H 21.239360 -2.683740 -23.121730 -0.138 -0.014 -0.487
H 19.480050 -2.126320 -25.143330 0.021 0.171 -0.063
N 14.430750 -1.789650 -22.639010 0.640 -0.641 0.610
C 14.495520 -3.108680 -23.038000 0.076 0.247 1.235
C 14.567350 -3.889120 -21.855760 -0.042 -0.785 -3.251
C 14.517620 -3.047440 -20.784850 0.730 2.728 1.363
C 14.558590 -1.739860 -21.276940 -1.138 -0.517 0.270
H 14.301710 -0.975630 -23.222810 0.295 -0.274 -0.229
H 14.558190 -3.330350 -24.093150 -0.171 -0.227 0.176
H 14.715470 -4.958550 -21.883620 -0.234 0.020 0.154
H 14.526500 -3.190960 -19.714460 0.132 -0.559 -0.095
H 14.549750 -0.824570 -20.703730 -0.120 0.079 -0.273
N 18.203010 -7.664620 -22.077260 0.541 0.140 -0.719
C 17.273600 -6.701360 -22.339140 0.169 0.173 0.072
C 17.977410 -5.595710 -22.847220 -4.312 0.137 0.385
C 19.282900 -5.904910 -22.953890 2.522 -1.055 -0.065
C 19.413510 -7.204410 -22.503770 1.036 -0.335 0.373
H 18.072530 -8.606830 -21.737670 -0.274 0.358 -0.115
H 16.239500 -6.966450 -22.175540 -0.018 0.581 0.002
H 17.499780 -4.648990 -23.052120 0.063 0.033 -0.199
H 20.048750 -5.225370 -23.297530 0.081 -0.233 0.073
H 20.273650 -7.847560 -22.390150 0.057 0.156 -0.063
N 15.382890 -0.197150 -16.085870 -1.211 -0.454 -1.841
C 16.724370 -0.000130 -15.977930 -0.218 0.893 0.804
C 17.273540 -0.079070 -17.207740 0.668 -0.684 -1.142
C 16.262280 -0.452080 -18.127600 -1.162 0.357 -0.005
C 15.049210 -0.465970 -17.459610 1.528 0.192 1.942
H 14.703000 -0.148100 -15.340590 0.318 -0.005 -0.201
H 17.161240 0.362480 -15.059200 -0.037 -0.284 0.038
H 18.302140 0.039030 -17.515060 0.016 0.041 0.367
H 16.417210 -0.629910 -19.181540 -0.087 0.003 0.049
H 14.021560 -0.642170 -17.741180 0.210 -0.083 -0.055
N 21.364020 -2.168700 -29.177180 1.600 0.972 0.127
C 20.858680 -2.135220 -27.913760 -0.476 -1.227 -0.499
C 20.266420 -3.375770 -27.741550 -0.478 0.617 0.491
C 20.443190 -4.138640 -28.936580 0.158 -0.648 1.243
C 21.275050 -3.419010 -29.723520 -0.908 1.180 -1.448
H 21.880010 -1.393600 -29.568430 0.016 -0.316 -0.002
H 20.970630 -1.270830 -27.276040 -0.088 -0.110 -0.055
H 19.694510 -3.612520 -26.856520 0.068 -0.362 -0.098
H 20.039240 -5.111770 -29.173710 0.100 0.034 0.207
H 21.535900 -3.543640 -30.764110 0.160 -0.190 0.126
N 18.620560 -4.654300 -19.956450 1.721 0.231 0.731
C 19.858090 -4.918900 -19.397640 -0.619 -1.779 1.102
C 19.949270 -4.331400 -18.136330 -1.254 1.784 -1.430
C 18.816470 -3.415520 -18.108980 -0.463 -0.667 -0.390
C 18.033950 -3.686110 -19.220110 -0.061 0.208 0.085
H 18.262150 -5.089840 -20.794270 0.105 0.287 -0.087
H 20.410130 -5.767490 -19.773870 0.181 0.149 -0.135
H 20.718140 -4.371030 -17.378920 0.121 -0.182 -0.334
H 18.496890 -2.648510 -17.419080 0.411 -0.163 0.312
H 17.159030 -3.218180 -19.646670 -0.147 0.095 0.486
N 23.351900 -5.352710 -23.800540 -0.551 1.649 1.369
C 23.762060 -4.030120 -23.696030 0.587 -0.154 0.435
C 23.522000 -3.565350 -22.399590 0.242 -0.665 -1.230
C 22.807130 -4.596590 -21.720070 0.799 0.303 -0.476
C 22.739850 -5.639230 -22.595740 -0.726 -1.358 -0.267
H 23.378220 -5.922240 -24.634230 -0.187 0.212 0.314
H 24.239710 -3.574200 -24.550660 0.100 0.101 0.227
H 23.906140 -2.652240 -21.969400 -0.300 0.124 -0.238
H 22.435350 -4.553860 -20.706970 -0.075 -0.128 -0.167
H 22.174150 -6.552910 -22.488170 0.259 -0.074 0.044
```
Forces are in eV/Å.

Properties
**Energy above the lowest of the compared OMol25 structures with the same formula, charge and spin**: 0.0 kcal per mole
**HOMO (alpha / beta)**: 0.02093 / -0.20863 Ha
**Frontier orbital gap (alpha / beta)**: 1.64 / 7.85 eV
**Charge**: -1
**Multiplicity**: 2
**Expectation value of S²**: 0.752


| no. | largest force on an atom (Eh/bohr) |
| --- | --- |
| 1 | 0.198 |
| 2 | 0.084 |